Record 1
ORCA calculation (ωB97M-V with the def2-TZVPD basis set) on 3 unconnected molecules or ions with the total composition C4H10N2O.

Results
SMILES string   N=C=O.C=N.CC
Highest occupied orbital energy   -10.1 eV
LUMO level   0.7 eV

Geometry as XYZ:
```
17
Properties=species:S:1:pos:R:3:nbo_charge:R:1
H -1.528 -0.390 1.253 0.177
H 1.015 1.500 1.777 0.194
H 2.096 -0.299 0.368 0.203
C 1.305 0.341 -0.026 -0.611
N -1.028 -0.527 -2.094 -0.781
H -1.130 -2.923 -0.092 0.347
H 0.460 2.295 0.298 0.221
O -0.900 1.778 -1.649 -0.538
H 2.186 2.197 0.655 0.205
H -0.579 -1.827 1.907 0.171
C -0.884 0.612 -1.711 0.847
H 0.381 -0.313 0.269 0.200
H 1.587 0.505 -1.066 0.218
C -1.085 -1.361 1.053 -0.056
N -1.522 -1.999 0.041 -0.625
C 1.237 1.663 0.722 -0.617
H -1.610 -1.251 -1.703 0.443
```

---

Record 2
ORCA calculation (ωB97M-V with the def2-TZVPD basis set) on 2 unconnected molecules or ions with the total composition C4H10N2O.

Results
SMILES string   CC(C)=[NH+][O-].C=N
Highest occupied orbital energy (spin up / spin down)   -8.3 / -8.3 eV
LUMO level (spin up / spin down)   0.8 / 0.8 eV

Geometry as XYZ:
```
17
Properties=species:S:1:pos:R:3:nbo_charge:R:1
C 0.552 0.727 -1.640 -0.653
H -0.890 -1.666 -1.251 0.219
C 0.518 -0.251 -0.508 0.204
H -1.869 1.584 0.596 0.155
N 1.271 -0.019 0.548 -0.035
N -0.692 1.179 2.186 -0.597
H 0.965 0.269 -2.542 0.221
H 0.786 -2.161 -1.434 0.229
H 0.051 -2.193 0.169 0.256
H 1.135 1.615 -1.402 0.218
H -2.215 -0.054 1.399 0.150
H 1.626 0.944 0.652 0.364
H -0.561 0.518 2.939 0.352
O 1.273 -0.720 1.603 -0.558
C 0.087 -1.657 -0.774 -0.676
H -0.469 1.050 -1.875 0.224
C -1.568 0.835 1.333 -0.072
```

---

Record 3
ORCA calculation (ωB97M-V with the def2-TZVPD basis set) on 2 unconnected molecules or ions with the total composition C4H10N2O.

Results
SMILES string   CC(N)=O.C=CN
Highest occupied orbital energy   -8.4 eV
LUMO level   0.8 eV

Geometry as XYZ:
```
17
Properties=species:S:1:pos:R:3:nbo_charge:R:1
H 0.166 -0.309 3.371 0.397
O 1.920 -1.052 2.241 -0.603
H 1.232 1.694 -2.486 0.188
C 0.522 1.080 -1.964 -0.523
N -1.169 2.821 -2.060 -0.807
H 1.310 -2.947 0.612 0.248
H 0.170 -1.779 -0.202 0.248
C 0.436 -2.266 0.736 -0.725
H -1.055 -1.376 2.813 0.380
N -0.303 -0.748 2.565 -0.843
H -1.492 0.891 -1.238 0.190
C -0.747 1.524 -1.735 0.009
H -0.457 -2.875 0.948 0.223
H -0.369 3.428 -2.132 0.367
H -1.809 3.240 -1.396 0.371
C 0.767 -1.314 1.832 0.675
H 0.879 -0.011 -1.903 0.206
```

---

Record 4
ORCA calculation (ωB97M-V with the def2-TZVPD basis set) on a single C4H10N2O molecule.

Results
SMILES string   NCCCC(N)=O
Highest occupied orbital energy   -9.3 eV
LUMO level   0.9 eV

Geometry as XYZ:
```
17
Properties=species:S:1:pos:R:3:nbo_charge:R:1
H -3.254 -0.897 0.026 0.428
H -0.885 -1.495 -0.462 0.214
C -0.623 -0.619 0.133 -0.538
N -2.996 -0.201 0.762 -0.879
C 1.609 0.678 -0.291 -0.208
H 1.966 1.420 -1.060 0.161
H 0.031 -0.989 1.046 0.247
H -0.498 1.015 -1.191 0.217
H 0.560 -0.371 -1.813 0.202
C -1.657 0.190 0.946 0.687
H 1.434 1.150 0.676 0.204
N 2.636 -0.442 -0.091 -0.851
H 2.677 -1.013 -0.913 0.344
H 3.579 -0.006 0.006 0.361
C 0.160 0.190 -0.964 -0.396
O -1.272 1.077 1.667 -0.613
H -3.466 0.314 1.524 0.420
```

---

Record 5
ORCA calculation (ωB97M-V with the def2-TZVPD basis set) on a single C4H10N2O molecule.

Results
SMILES string   NCC[C@@H](N)C=O
Highest occupied orbital energy   -8.7 eV
LUMO level   0.8 eV

Geometry as XYZ:
```
17
Properties=species:S:1:pos:R:3:nbo_charge:R:1
H 0.720 -1.863 -1.230 0.177
H -1.451 -0.232 -0.424 0.228
O -1.986 1.871 0.736 -0.514
H 1.494 1.618 -1.239 0.376
H -1.657 -2.219 0.269 0.367
H -0.338 3.116 0.809 0.100
H 2.231 1.661 0.326 0.387
H 1.137 -1.405 0.481 0.174
H -0.441 -3.278 0.770 0.376
N 1.475 1.359 -0.268 -0.866
C 0.259 -1.495 -0.263 -0.209
C 0.198 1.029 0.270 -0.182
H -0.189 0.037 -1.645 0.201
H 0.414 0.399 1.205 0.230
C -0.810 2.083 0.599 0.439
N -0.701 -2.527 0.141 -0.879
C -0.354 -0.155 -0.538 -0.406
```

---

Record 6
ORCA calculation (ωB97M-V with the def2-TZVPD basis set) on a single C4H10N2O molecule.

Results
SMILES string   CN[C@@H](C)C(N)=O
Highest occupied orbital energy   -8.7 eV
LUMO level   0.8 eV

Geometry as XYZ:
```
17
Properties=species:S:1:pos:R:3:nbo_charge:R:1
H -0.728 -0.730 1.661 0.359
C 1.228 -0.122 1.610 -0.429
H -0.367 2.097 0.204 0.214
H -1.697 -0.484 -0.468 0.232
H -1.879 1.604 0.729 0.209
C 0.067 -0.236 -1.491 0.682
O 0.476 0.529 -2.373 -0.544
H 0.628 -2.311 -2.300 0.396
H -1.769 1.821 -1.115 0.235
N 0.375 -1.658 -1.490 -0.909
H 1.802 -0.864 2.294 0.211
C -1.239 1.520 -0.142 -0.630
H 0.805 0.601 2.296 0.182
H 1.159 -1.660 -0.886 0.380
C -0.743 0.051 -0.282 -0.137
H 1.880 0.430 0.811 0.202
N 0.000 -0.588 0.940 -0.654
```

---

Record 7
ORCA calculation (ωB97M-V with the def2-TZVPD basis set) on 2 unconnected molecules or ions with the total composition C4H10N2O.

Results
Highest occupied orbital energy   -7.7 eV
LUMO level   1.0 eV

Geometry as XYZ:
```
17
Properties=species:S:1:pos:R:3:nbo_charge:R:1
H 0.559 -1.822 -1.146 0.231
C 1.806 2.381 -1.073 -0.463
N 0.370 0.672 -0.782 -0.176
H -1.013 -2.416 -0.610 0.220
H -2.029 -1.018 1.679 0.228
H -1.765 0.665 1.214 0.232
O 0.534 -0.507 1.566 -0.711
C -1.716 -0.364 0.860 -0.667
C -0.069 -1.995 -0.275 -0.686
H 1.019 3.110 -1.288 0.213
C -0.307 -0.719 0.502 0.454
H 0.430 -2.720 0.371 0.227
H 1.444 -0.387 1.248 0.489
H 2.617 2.860 -0.528 0.203
H -2.382 -0.499 0.013 0.223
N 1.256 1.306 -0.264 -0.226
H 2.162 1.999 -2.035 0.208
```

---

Relative energy (zero: lowest compared OMol25 entry of this formula, charge and spin) values, unit eV, following the record order: 2.851, 4.199, 1.768, 2.035, 2.476, 3.067, 3.556.